Entry 1:
131
Properties=species:S:1:pos:R:3:forces:R:3:mulliken_charge:R:1 method="wB97M-V/def2-TZVPD" multiplicity=1 charge=-2 largest_force_ev_per_a=2.511 lumo_ev=2.93 e_tot_ev=-220030.45062 molar_mass_g_mol=1184.39
C -3.135634 -6.655460 5.357441 0.0 -0.9 1.0 -1.4643
C -1.888337 -6.839832 4.499704 -1.3 1.0 -0.9 1.4058
N -1.568884 -8.237637 4.301285 0.4 0.8 -0.7 0.6182
C -1.258926 -8.899718 3.119902 -0.9 1.1 -0.1 -0.2604
C -1.034432 -10.179002 3.494531 0.5 -0.4 -1.3 -1.2691
N -1.069562 -10.226926 4.849212 0.2 -1.0 0.7 0.3015
C -1.399389 -9.041079 5.308935 0.2 -0.1 1.3 -0.6335
C -0.655291 -11.371788 5.648941 -0.8 -0.8 0.1 -0.8956
H -3.999188 -7.232760 5.015598 0.2 0.0 -0.3 0.3479
H -3.467960 -5.625962 5.464234 0.4 0.2 -0.2 0.3822
H -2.917120 -7.046445 6.362267 -0.2 0.3 0.0 0.3018
H -1.035060 -6.327328 4.926091 0.0 0.1 -0.1 -1.2242
H -2.114442 -6.411756 3.520881 0.7 0.0 -0.1 0.3223
H -1.266736 -8.303348 2.198482 0.1 -0.4 -0.1 0.7117
H -0.826005 -11.059960 2.905862 0.5 0.0 0.2 0.7143
H -1.385180 -8.715039 6.332894 -0.1 -0.3 0.1 0.6652
H 0.336712 -11.252344 6.067523 0.2 0.0 -0.3 0.2288
H -0.687022 -12.268333 5.029785 0.6 0.1 -0.2 0.4188
H -1.375005 -11.547136 6.454038 0.0 0.3 0.0 0.3387
C 2.628519 -5.697144 6.593486 -0.2 -1.3 0.7 1.1260
C 1.469715 -6.404653 5.918280 -0.5 1.2 -0.2 0.0049
N 1.902721 -7.448225 5.035019 -0.9 -0.4 0.2 1.4817
C 2.245902 -8.740522 5.409540 -0.6 0.5 0.4 -0.5951
C 2.658258 -9.367841 4.299862 1.1 -0.4 -0.6 -1.2788
N 2.638053 -8.415747 3.288651 -0.5 -1.3 -0.4 1.5078
C 2.046310 -7.326758 3.723610 1.1 1.2 -0.9 -0.6656
C 3.084280 -8.705186 1.905948 0.1 -0.1 1.2 -0.1990
H 3.271911 -5.101604 5.957444 -0.2 0.2 -0.1 -0.0861
H 3.225829 -6.512828 7.020665 0.3 0.3 0.1 -0.4582
H 2.198648 -5.164879 7.438356 0.3 0.4 -0.1 -0.7410
H 0.900069 -5.695159 5.314802 0.0 0.0 0.0 -1.1398
H 0.797412 -6.774291 6.694894 0.0 -0.4 -0.1 0.3866
H 1.990329 -9.087284 6.393276 0.2 -0.1 0.1 0.0024
H 3.018112 -10.394266 4.115754 -0.3 -0.3 -0.1 0.7570
H 1.860406 -6.479332 3.039338 -0.3 0.0 0.3 0.4082
H 4.156313 -8.910912 1.996881 0.0 0.4 -0.3 -0.1342
H 2.808592 -7.859712 1.266965 -0.2 -0.4 -0.1 0.0520
H 2.649833 -9.669766 1.689515 -0.5 0.0 -0.7 0.0136
C 1.985876 -12.702702 3.833045 -0.4 -0.4 0.4 0.2615
O 1.549521 -13.505242 4.764207 0.4 0.9 -0.8 -0.8339
O 1.159021 -12.252504 2.911731 0.5 0.0 0.6 -0.4804
O 3.243715 -12.317396 3.816883 -0.5 0.3 0.1 -0.7946
C 0.024385 -5.939284 1.390440 -0.3 -1.3 -2.0 0.2330
O -0.227043 -5.287399 2.513007 1.1 -0.8 -0.5 -0.4502
O 1.249814 -6.099350 0.920602 -1.6 0.6 1.8 -0.6785
O -0.995512 -6.459138 0.743033 1.2 0.6 1.3 -0.8540
Cl 1.715385 -3.166366 4.344327 0.4 0.0 0.2 -0.0896
C 0.245797 -2.502379 3.617968 -0.4 0.5 -0.4 -0.6671
C -0.976577 -3.294058 3.949088 -0.3 0.0 0.0 0.4919
Cl -1.442977 -3.311502 5.699950 0.1 0.3 0.3 -0.2299
H 0.353460 -2.550601 2.533274 0.1 -0.4 0.1 0.3641
H 0.191419 -1.441392 3.864895 0.0 -0.1 0.4 0.3909
H -0.816692 -4.324538 3.617399 0.0 -0.2 0.0 -0.6470
H -1.829991 -2.927478 3.383055 -0.1 0.2 0.2 0.4172
Cl 5.543058 -8.260996 6.697349 0.2 -0.1 0.1 0.0828
C 6.533532 -7.585489 8.015894 -0.9 -0.1 0.9 -0.8706
C 7.840484 -7.043234 7.506997 -0.2 0.3 -0.4 0.0271
Cl 8.627729 -6.122259 8.825646 0.2 -0.2 0.0 -0.2500
H 6.640050 -8.318694 8.819260 0.4 -0.4 -0.5 0.4133
H 5.892771 -6.859547 8.519926 0.3 0.6 -0.5 0.3355
H 7.702073 -6.339693 6.687965 -0.2 0.0 0.1 -0.0332
H 8.485879 -7.826796 7.115390 0.1 -0.1 0.4 0.3392
Cl 8.100372 -12.312247 3.392050 0.1 0.1 0.2 -0.2660
C 6.434660 -11.769969 3.774716 -0.7 0.0 -0.5 -0.4480
C 6.323460 -10.301906 4.099781 0.5 -0.7 0.5 0.3735
Cl 6.796087 -9.311637 2.700428 0.0 0.1 -0.1 -0.2044
H 6.010134 -12.380347 4.567420 0.2 0.0 0.1 0.3952
H 5.835145 -11.979935 2.893491 -0.1 -0.1 0.0 0.2733
H 6.995028 -10.019340 4.906752 0.0 0.0 0.0 0.3263
H 5.296596 -10.121660 4.414892 -0.1 0.2 -0.3 -0.4719
Cl 1.650988 -2.120209 10.728569 -0.1 -0.2 0.1 -0.2473
C 1.287415 -2.869918 9.127746 0.2 0.2 0.2 0.0978
C 2.309271 -2.427066 8.099056 -1.3 -0.2 -0.2 0.0237
Cl 3.898408 -3.137907 8.380811 0.3 0.2 0.1 -0.1722
H 0.289803 -2.518645 8.877435 0.1 0.1 -0.3 0.1935
H 1.245994 -3.951939 9.233866 0.1 0.0 0.2 -0.2384
H 2.353638 -1.342749 8.070525 0.4 0.0 0.1 0.4703
H 1.908616 -2.758162 7.136165 0.4 -0.1 -0.1 -0.1140
C 0.311226 -10.590952 0.188486 0.1 0.6 0.5 0.0399
O 0.575941 -9.466855 -0.163727 0.2 0.1 -0.2 -0.5228
N -0.939261 -11.113377 0.150178 -0.1 -0.5 -0.4 0.3395
C -2.077749 -10.406397 -0.380218 -0.2 -0.2 0.8 -1.0890
C -1.090622 -12.502702 0.451816 -0.8 -0.4 0.6 -0.9871
H 1.017883 -11.264384 0.703087 0.1 -0.1 -0.1 0.3959
H -2.607201 -11.022874 -1.114939 0.2 0.2 -0.4 0.3749
H -1.776511 -9.422558 -0.731398 0.0 0.0 -0.1 0.3238
H -2.791781 -10.297607 0.451287 0.0 0.3 -0.2 0.2838
H -1.095452 -13.134394 -0.447024 0.3 -0.1 0.0 0.2555
H -0.359817 -12.794280 1.215113 0.2 -0.2 -0.3 0.3586
H -2.082177 -12.655709 0.903472 0.1 0.0 0.1 0.3326
C 3.864012 -8.689323 -1.284611 -0.1 -0.2 -0.2 -0.0334
O 2.835294 -8.134056 -1.028099 0.1 0.4 -0.3 -0.4321
N 5.119998 -8.290277 -0.896477 -0.6 -0.4 -0.4 0.2355
C 6.203890 -9.224373 -0.991439 1.3 0.9 -0.5 -0.7711
C 5.283650 -7.036181 -0.206482 -0.1 -0.1 0.2 -0.6179
H 3.890152 -9.600888 -1.919561 0.1 -0.1 0.2 0.3142
H 5.918629 -10.131321 -1.514500 -0.3 -0.2 0.3 0.3006
H 6.688437 -9.429700 -0.034093 -0.4 -0.3 0.1 0.1437
H 7.016551 -8.787476 -1.599599 -0.1 0.0 0.0 0.3269
H 5.631157 -7.269416 0.798981 0.1 0.4 0.2 0.0037
H 5.977419 -6.363156 -0.721206 0.2 -0.2 0.0 0.3383
H 4.319417 -6.526826 -0.163278 -0.1 -0.2 0.1 0.2479
C -0.712753 -6.369471 10.248664 -0.1 0.3 0.5 -0.0477
O -0.039588 -6.305277 9.260362 0.9 0.0 -1.2 -0.4688
N -1.712019 -5.513206 10.530886 -0.4 -0.3 0.3 0.3194
C -2.399934 -5.608498 11.794859 0.0 0.6 0.0 -0.9334
C -2.082276 -4.458880 9.619493 -0.4 0.5 0.4 -0.6903
H -0.511893 -7.104694 11.042327 -0.2 -0.2 0.1 0.2702
H -2.171289 -6.566623 12.249875 0.0 0.0 0.2 0.2929
H -3.482626 -5.510928 11.686461 0.0 -0.2 -0.2 0.2893
H -2.091617 -4.776480 12.438465 0.0 -0.2 0.2 0.3217
H -3.166163 -4.481897 9.478558 0.1 -0.1 -0.3 0.3538
H -1.881320 -3.470670 10.054080 0.2 -0.1 0.0 0.2869
H -1.546245 -4.549278 8.681559 -0.1 -0.2 -0.1 -0.0016
C 0.367775 -9.962487 8.749781 0.0 -0.7 0.7 -0.2136
O -0.289160 -9.171852 8.126582 -0.6 0.8 -0.6 -0.3695
N 1.636406 -9.797736 9.149853 0.6 -0.2 0.7 0.5693
C 2.301358 -8.524387 9.057758 0.1 0.5 -1.1 -0.5095
C 2.313581 -10.834878 9.894054 -0.2 -0.2 0.3 -0.9638
H -0.051761 -10.914654 9.113499 0.0 -0.2 -0.2 0.2688
H 2.578382 -8.063520 10.007732 -0.2 -0.3 0.2 0.3699
H 1.651653 -7.852400 8.506634 -0.2 0.2 0.3 -0.3106
H 3.191375 -8.603959 8.440104 0.4 -0.2 0.1 0.2912
H 2.440279 -10.526079 10.938519 0.2 0.0 -0.1 0.3525
H 1.725122 -11.752221 9.899671 -0.1 0.1 -0.1 0.2958
H 3.281307 -11.076206 9.455057 0.0 0.1 0.0 0.2831
C 6.310541 -5.058137 3.754182 -0.6 0.2 -0.4 0.0011
Cl 5.793939 -4.252058 5.248276 0.3 -0.3 0.3 -0.0509
Cl 6.092859 -3.872292 2.463428 0.1 0.1 -0.3 -0.1244
Cl 8.000395 -5.560344 3.792787 0.1 0.0 0.3 -0.1201
Cl 5.288076 -6.449666 3.424253 0.0 0.3 0.3 0.1548

***

Entry 2:
50
Properties=species:S:1:pos:R:3:forces:R:3:mulliken_charge:R:1 method="wB97M-V/def2-TZVPD" multiplicity=3 charge=0 largest_force_ev_per_a=1.832 s2=2.13 lumo_ev="0.17 / -0.04" e_tot_ev=-84582.38633 molar_mass_g_mol=488.06
Ni 0.230932 0.058922 0.057109 -0.1 0.8 -1.0 0.7484
C -2.103024 1.587080 -1.310016 -0.1 0.0 0.0 -0.5159
C -1.867888 0.324070 -2.113986 0.1 0.3 0.1 -1.0846
N -1.398391 -0.771280 -1.259841 0.4 -0.2 0.1 0.9969
C -0.885056 -1.869000 -2.101113 0.1 -0.2 0.0 -0.9666
C -0.269630 -3.012104 -1.302321 -0.1 0.2 0.0 -1.0434
C -2.480737 -1.231065 -0.363586 0.0 0.0 0.3 -1.5552
C -2.017113 -1.470798 1.072062 0.2 0.0 0.0 -0.5533
N -1.086271 -0.429285 1.473712 0.4 0.3 -0.2 -0.2259
C -0.545514 -0.498291 2.715066 -0.1 0.1 0.8 0.5109
C 0.392772 0.483710 3.140194 -0.3 -0.3 -0.5 0.0377
F 0.678636 1.481676 2.263805 0.1 0.0 -0.1 -0.4100
C 1.031247 0.469420 4.351449 -0.1 -0.2 0.2 0.0906
F 1.935347 1.417287 4.631996 0.1 0.1 -0.1 -0.3217
C 0.750751 -0.500031 5.296174 0.0 0.0 0.0 -0.5483
C -0.212514 -1.426844 4.958146 0.1 0.1 0.1 0.1354
F -0.548191 -2.364914 5.855632 -0.1 -0.1 0.0 -0.3201
C -0.845470 -1.435338 3.733129 0.1 0.1 -0.3 0.5060
F -1.779936 -2.390906 3.524475 0.0 -0.1 0.2 -0.3489
H -2.345195 2.417288 -1.977180 0.0 0.0 0.0 0.3892
H -1.056464 2.365128 0.198091 0.0 0.0 -0.1 0.1693
H -2.914828 1.466229 -0.592521 0.0 0.0 0.0 0.4062
H -1.097868 0.531124 -2.860103 0.0 0.0 0.0 0.4872
H -2.798553 0.067389 -2.634921 0.0 -0.1 -0.1 0.3344
H -0.124009 -1.449370 -2.761317 0.0 0.1 0.0 0.4623
H -1.695301 -2.261688 -2.731834 0.0 0.1 0.0 0.3936
H 0.389401 -2.619128 -0.528487 0.0 -0.1 0.0 0.1562
H 0.318789 -3.644204 -1.966375 0.0 0.0 0.0 0.4142
H -1.028826 -3.638675 -0.835125 0.0 0.0 0.0 0.3054
H -2.926241 -2.149274 -0.758151 -0.1 0.0 -0.1 0.3014
H -3.263603 -0.473707 -0.346205 0.0 0.0 0.0 0.4837
H -1.558325 -2.461843 1.157534 -0.1 0.0 -0.1 0.4275
H -2.909219 -1.470148 1.703911 0.0 -0.1 0.0 0.5960
H 1.251130 -0.526019 6.251705 0.0 0.0 0.0 0.4995
O 4.094339 -1.171970 0.637878 -0.1 0.1 0.0 -0.4774
C 2.932069 -0.642154 0.257202 0.4 -0.1 -0.1 0.0299
O 1.872639 -1.221577 0.490509 -0.5 0.1 0.2 -0.6259
C 3.000819 0.623153 -0.461946 0.7 0.5 -0.3 0.7089
C 4.223106 1.184802 -0.749376 -0.5 -0.9 0.5 -0.8410
C 4.245187 2.415077 -1.449988 -0.2 0.8 -0.5 -0.4291
C 3.081145 2.994694 -1.824471 0.6 -0.1 0.2 -1.3183
C 1.812909 2.365839 -1.510740 -1.3 -0.3 0.0 0.4213
N 1.785337 1.134069 -0.800832 -0.7 -0.5 0.5 0.1852
C 0.758103 3.065794 -1.978492 1.5 0.7 -0.7 0.6071
O 0.234583 3.874673 -2.675842 -0.5 -0.9 0.9 -0.5554
O -0.890767 1.868210 -0.614426 0.1 0.0 0.3 -0.3550
H 3.909819 -1.985479 1.124192 -0.1 -0.1 0.0 0.3837
H 5.130099 0.691764 -0.436873 0.0 0.0 0.0 0.5075
H 5.191223 2.883487 -1.685837 0.0 0.0 0.0 0.4127
H 3.063068 3.940672 -2.347269 0.0 0.0 0.0 0.3877

***

> Look up the multiplicity of the first one.

1

***

> Which of these has the lowest multiplicity?

C35H66Cl12N8O10

***

> Which of these has the lowest multiplicity?

C35H66Cl12N8O10

***

> Which of these has the highest multiplicity?

C19H19F4N3NiO4